(1)
{
  "formula": "C3H7NO3",
  "method": "ωB97M-V/def2-TZVPD",
  "total_energy_ha": -398.91600,
  "e_above_lowest_kcal_mol": 76.3,
  "species": ["N", "C", "C", "O", "C", "O", "O", "H", "H", "H", "H", "H", "H", "H"],
  "positions_angstrom": [[1.682391, -0.106891, 0.163070], [0.273789, -0.587444, 0.563752], [-0.308989, 0.267904, 1.661543], [-0.124408, 1.600557, 1.066844], [-0.538871, -0.444394, -0.714587], [-1.781448, -0.070057, -0.960642], [0.349804, -0.702228, -1.859832], [2.042039, -0.796053, -0.559876], [2.390755, -0.052682, 1.087628], [0.221064, -1.675350, 0.702205], [0.152202, 0.241388, 2.670660], [-1.330258, 0.161059, 1.633314], [0.803238, 1.453821, 0.884428], [-0.162920, -0.626520, -2.595066]],
  "forces_ev_per_a": [[1.4518, -1.2889, 2.7273], [1.2726, -0.7620, -1.0160], [1.6550, 2.0414, -1.2796], [-0.0569, -0.8802, 1.5654], [-4.5595, 2.5352, -4.5525], [7.2669, -2.6217, 1.9259], [0.0882, -0.1568, 6.0257], [-0.2541, 1.3561, 1.5058], [-2.5366, -0.7967, -3.2381], [0.2449, 0.0009, 0.6128], [-0.2593, -0.4628, -0.6561], [-2.4269, -0.6830, 0.6493], [0.7086, 1.3034, -0.8558], [-2.5946, 0.4151, -3.4140]]
}

***

(2)
{
  "formula": "C3H7NO3",
  "method": "ωB97M-V/def2-TZVPD",
  "total_energy_ha": -398.89763,
  "e_above_lowest_kcal_mol": 87.9,
  "species": ["N", "C", "O", "C", "O", "C", "O", "H", "H", "H", "H", "H", "H", "H"],
  "positions_angstrom": [[0.566312, 1.754192, 0.302493], [-0.538634, 0.958439, -0.129273], [-1.584871, 1.103200, 0.805523], [-0.444785, -0.797530, -0.513034], [-1.424925, -1.464232, -0.656975], [0.935556, -0.942014, -0.141340], [1.280221, -2.470415, -0.580233], [0.329590, 2.740401, 0.205698], [0.718190, 1.606800, 1.297738], [-0.872014, 1.318020, -1.108326], [-2.333650, 0.565872, 0.495796], [1.638118, -0.411650, -0.778527], [1.095100, -0.913523, 0.934337], [0.635792, -3.047560, -0.133877]],
  "forces_ev_per_a": [[0.3177, -0.6010, 0.1080], [-2.0173, -0.9850, -1.4531], [-0.6181, -0.4232, 0.0209], [-0.3822, 4.7285, 2.8618], [0.8987, 0.3043, -0.4155], [1.5299, -6.6675, -2.2707], [-0.0402, 2.1324, 1.1009], [0.0137, -0.2955, -0.1551], [0.0700, -0.0588, -0.1154], [0.1169, 0.3511, -0.0733], [0.2003, 0.1384, 0.2099], [-0.2045, 0.3564, 0.4468], [-0.0927, 0.5690, -0.0846], [0.2078, 0.4510, -0.1805]]
}

***

(3)
{
  "formula": "C3H7NO3",
  "method": "ωB97M-V/def2-TZVPD",
  "total_energy_ha": -398.98842,
  "e_above_lowest_kcal_mol": 30.9,
  "species": ["O", "C", "O", "N", "C", "C", "O", "H", "H", "H", "H", "H", "H", "H"],
  "positions_angstrom": [[2.757598, 0.507464, -0.612724], [1.652510, 0.453255, -0.140182], [1.120446, 1.640223, 0.331009], [0.897690, -0.660160, 0.119174], [-0.433923, -0.833766, -0.521709], [-1.632414, -0.489970, 0.343871], [-1.712794, 0.903261, 0.656610], [1.886923, 2.232352, 0.272851], [1.504331, -1.456429, 0.225537], [-0.508209, -0.070897, -1.308835], [-0.546420, -1.792988, -1.063891], [-1.541183, -1.003185, 1.307166], [-2.583113, -0.749176, -0.126477], [-0.861445, 1.320014, 0.517601]],
  "forces_ev_per_a": [[0.3273, -0.7734, -0.0237], [0.4168, 1.3370, 0.5908], [-0.2022, -0.8701, -0.2455], [-0.7036, -0.1765, -0.1326], [-0.2060, 0.9232, -0.8201], [0.3239, 0.2329, 1.2834], [-0.3311, -0.3234, -0.4139], [-0.3617, 0.2105, -0.1879], [-0.2257, -0.2570, -0.4249], [0.2748, -0.1957, -0.2102], [0.3179, 0.2952, 0.7128], [-0.1830, -0.3370, -0.1166], [0.2193, -0.2036, -0.1455], [0.3332, 0.1378, 0.1338]]
}

***

(4)
{
  "formula": "C3H7NO3PS",
  "method": "ωB97M-V/def2-TZVPD",
  "total_charge": -1,
  "total_energy_ha": -1138.58067,
  "e_above_lowest_kcal_mol": 59.1,
  "species": ["C", "C", "C", "N", "O", "O", "O", "P", "S", "H", "H", "H", "H", "H", "H", "H"],
  "positions_angstrom": [[-1.243618, -0.003957, -0.011825], [-0.674526, 0.031533, -1.363106], [1.027269, -0.228046, 0.532025], [-0.072463, 0.409346, 0.863056], [3.715368, -0.815348, 0.860593], [2.850812, 1.575067, 1.198027], [2.222018, -0.038629, 2.870104], [2.574374, -0.063731, 1.440513], [1.060947, -0.533399, -1.264826], [-2.059416, 0.702994, 0.099992], [-1.487295, -1.043753, 0.211486], [-1.344230, -0.616751, -2.034148], [-0.638674, 1.021987, -1.861642], [0.705364, -1.924667, 1.140168], [3.760767, 1.843817, 1.502056], [-0.352154, 0.452262, 1.947919]],
  "forces_ev_per_a": [[1.8107, 0.7491, 1.7978], [-0.4918, -0.2667, -3.3224], [1.1107, -4.6301, -0.5522], [-4.7778, 1.7828, 2.8621], [-0.5264, -0.3128, -0.3404], [1.0898, 0.5378, -0.6475], [-0.6616, -1.0498, 1.2288], [1.6826, 1.8206, 0.9578], [-0.3174, 0.2822, 0.6767], [-0.2164, -0.1420, 0.2408], [-0.2998, -0.1450, 0.3912], [1.2388, 0.6275, 0.7010], [-0.2967, -0.3380, 0.6383], [0.6643, 2.1073, -0.8387], [-1.4988, -0.8235, -0.5106], [1.4897, -0.1991, -3.2827]]
}

***

(5)
{
  "formula": "C3H7NO3S",
  "method": "ωB97M-V/def2-TZVPD",
  "total_charge": -2,
  "total_energy_ha": -797.20489,
  "e_above_lowest_kcal_mol": 6.4,
  "species": ["C", "C", "S", "N", "C", "O", "O", "H", "H", "H", "H", "H", "H", "H", "O"],
  "positions_angstrom": [[0.695866, -0.845219, 0.397784], [0.163192, -1.919343, 1.327184], [1.155329, -3.465089, 1.447782], [-0.372930, 0.019153, -0.086540], [-0.203298, 1.249132, -0.732838], [0.935220, 1.604914, -1.075325], [-1.297736, 1.882697, -0.900771], [1.377905, -0.154086, 0.896892], [1.183690, -1.425147, -0.393359], [-0.798559, -2.337992, 1.019806], [0.089515, -1.613823, 2.373284], [-1.351085, -0.157132, 0.110760], [-1.009271, 4.411468, -2.027549], [-1.645323, 3.261228, -1.221355], [-1.848450, 4.211308, -1.604835]],
  "forces_ev_per_a": [[-0.6943, 0.0905, -0.1070], [0.0175, -1.0408, 0.9006], [0.5444, -0.1764, -0.0890], [-0.5981, 0.2042, -0.3908], [0.0224, -0.4063, 0.2969], [0.3264, 0.1722, -0.0338], [-0.3788, -0.3294, 0.1390], [0.5322, -0.5270, -0.0237], [0.1958, 0.5500, -0.1833], [-0.2214, 0.7340, -0.2047], [-0.3234, 0.5315, -0.1753], [0.5159, -0.2794, 0.1560], [0.0261, -0.0220, 0.0023], [0.0938, 0.5728, -0.5257], [-0.0586, -0.0737, 0.2388]]
}

***

(6)
{
  "formula": "C3H7NO3S2",
  "method": "ωB97M-V/def2-TZVPD",
  "total_energy_ha": -1195.20867,
  "e_above_lowest_kcal_mol": 65.3,
  "species": ["C", "C", "C", "N", "O", "O", "O", "S", "S", "H", "H", "H", "H", "H", "H", "H"],
  "positions_angstrom": [[1.317305, -1.455218, -0.111137], [1.597826, 1.443608, 0.103308], [-0.364458, 0.531675, 0.692953], [0.239773, 1.409372, -0.115554], [-2.935877, 0.252577, 0.830858], [-2.009335, 0.531480, -1.435230], [-1.952530, -1.666752, -0.304635], [2.346600, -0.265759, -0.786333], [-1.929072, -0.043187, -0.092533], [1.604056, -1.991853, 0.742942], [0.932942, -2.099869, -0.840876], [2.103080, 2.222335, -0.651174], [1.930604, 1.340118, 1.072990], [-0.148552, 0.446321, 1.695560], [-0.128493, 1.433782, -1.034908], [-2.603866, -2.088623, 0.233775]],
  "forces_ev_per_a": [[0.4697, 2.1883, -0.4508], [1.5567, 1.9219, -5.8163], [-2.0024, -2.0962, -4.3667], [1.1376, -1.0356, 2.4511], [-2.0666, 0.2393, 1.7900], [0.9130, -0.8859, 1.8357], [1.6448, 1.7558, -0.8318], [-0.7482, 0.1727, 0.8157], [1.2966, -0.1315, -1.8866], [0.3567, -0.1763, 1.5144], [-1.1761, -0.5794, -1.0335], [-0.8540, -1.4689, 2.3785], [0.5335, 0.2254, 1.9228], [0.0873, -0.2736, 1.9517], [-0.2360, 0.2763, -1.2273], [-0.9126, -0.1321, 0.9532]]
}

***

(7)
{
  "formula": "C3H7NO3S2",
  "method": "ωB97M-V/def2-TZVPD",
  "total_energy_ha": -1195.23205,
  "e_above_lowest_kcal_mol": 50.6,
  "species": ["C", "S", "O", "O", "C", "S", "H", "H", "H", "H", "H", "H", "N", "C", "O", "H"],
  "positions_angstrom": [[-1.681522, -1.224282, -0.076139], [0.040490, -0.727855, 0.255533], [0.622882, -1.693170, 1.174851], [0.598461, -1.062746, -1.239036], [0.456454, 0.917913, 0.707747], [-0.354402, 2.104176, -0.460813], [-2.322066, -0.431516, -0.462843], [-1.383759, -1.996877, -0.833035], [-2.255862, -1.572720, 0.744468], [1.422788, -0.585466, -1.541211], [0.055807, 1.298648, 1.725369], [0.818758, 2.345787, -1.253967], [3.278569, 0.647981, 0.666927], [3.041659, 0.542557, -0.492169], [2.895186, 0.377724, -1.611846], [2.833519, 1.109640, 1.361842]],
  "forces_ev_per_a": [[1.1728, -0.1771, -1.9645], [1.0143, 0.4481, 1.3491], [-0.7590, 0.7554, -0.5704], [-0.6802, 0.9006, 0.8763], [-2.2740, 0.5482, -0.3886], [2.3004, -0.4486, -0.7437], [0.6966, 0.2106, -0.6322], [-1.3077, 0.4090, 0.5957], [0.4160, -0.7601, 1.2037], [-0.6759, -0.0975, 0.6106], [0.7787, -1.6834, -1.3578], [-1.6924, -0.1670, 0.9134], [2.5794, -1.6211, -2.1169], [0.6918, 0.9119, 3.8188], [-0.5620, -0.6754, -3.8154], [-1.6985, 1.4465, 2.2218]]
}

***

(8)
{
  "formula": "C3H7NO4",
  "method": "ωB97M-V/def2-TZVPD",
  "total_energy_ha": -474.06126,
  "e_above_lowest_kcal_mol": 141.2,
  "species": ["C", "C", "C", "N", "O", "O", "O", "O", "H", "H", "H", "H", "H", "H", "H"],
  "positions_angstrom": [[0.918967, -0.841986, 0.151976], [-0.082912, -0.416644, -0.702939], [-1.488549, 0.385208, 0.426163], [-2.602259, 0.110360, -0.502247], [-2.786046, 0.755554, -1.480174], [-3.225778, -0.906543, -0.244357], [-1.210061, 1.734256, 0.579848], [-1.562595, -0.235128, 1.638698], [0.417630, -1.198927, 1.087970], [1.865081, -0.261471, 0.227054], [1.437905, -1.724339, -0.346299], [0.213265, 0.471673, -1.310275], [-0.562818, -1.251092, -1.323513], [-1.537210, 2.107915, 1.412413], [-2.029745, -1.041148, 1.545869]],
  "forces_ev_per_a": [[4.1597, -3.3969, 1.8968], [-4.9485, 3.2215, -2.0320], [3.7342, 0.1473, -1.2423], [-1.1724, -1.1412, 0.8196], [0.3520, 1.3805, -0.9407], [-0.1860, -0.6923, 0.4580], [0.0038, -0.8167, -0.6185], [0.4786, 1.6912, -0.3339], [1.2835, 0.2419, -0.2677], [-1.2413, 0.5572, 0.7749], [-0.9006, 0.2694, 0.7806], [-0.6577, -0.7937, 0.1191], [0.2869, 1.4398, 0.9479], [-0.1485, -0.5692, -0.0744], [-1.0438, -1.5389, -0.2872]]
}

***

(9)
{
  "formula": "C3H7NO4P",
  "method": "ωB97M-V/def2-TZVPD",
  "total_charge": -1,
  "total_energy_ha": -815.62060,
  "e_above_lowest_kcal_mol": 47.8,
  "species": ["C", "C", "C", "N", "O", "O", "O", "O", "P", "H", "H", "H", "H", "H", "H", "H"],
  "positions_angstrom": [[0.927771, -0.659605, 1.547531], [-0.258569, 0.196789, 1.929360], [-0.125397, 0.257809, -0.277447], [1.067686, -0.231806, 0.149657], [-0.470750, 1.013901, -2.955237], [0.520972, -1.212113, -2.472047], [-1.996535, -0.557976, -1.852582], [-1.069885, 0.142765, 0.696925], [-0.574057, -0.310457, -2.008070], [1.922466, -0.440880, 2.111036], [0.651474, -1.745100, 1.684216], [-1.011785, -0.172241, 2.839579], [-0.131357, 1.284009, 2.091942], [0.304071, 1.972025, -0.245447], [1.474463, -0.938636, -0.531377], [-1.230570, 1.401516, -2.708040]],
  "forces_ev_per_a": [[1.5422, 0.0439, 0.7086], [-3.6749, -0.1493, 1.4927], [0.3166, 3.4137, -1.0144], [2.3011, -2.9359, 0.1094], [4.1948, -2.2312, -0.9033], [-0.2900, -0.2221, 0.5588], [-2.2526, -1.1396, -0.0692], [0.7028, -0.1558, 1.1038], [1.9293, 0.9262, -0.4464], [-1.8064, -0.3256, -0.6334], [0.3797, 0.8884, -0.2232], [2.2057, 0.5770, -2.3852], [0.7592, -0.5060, -0.0055], [-1.1793, -2.1978, -0.2536], [-0.7751, 1.1135, 1.0438], [-4.3531, 2.9006, 0.9170]]
}

***

(10)
{
  "formula": "C3H7NO4S",
  "method": "ωB97M-V/def2-TZVPD",
  "total_energy_ha": -872.34742,
  "e_above_lowest_kcal_mol": 48.0,
  "species": ["O", "S", "O", "C", "C", "O", "N", "C", "O", "H", "H", "H", "H", "H", "H", "H"],
  "positions_angstrom": [[0.820562, -0.021044, 2.574725], [0.004796, -0.113674, 1.437513], [-1.422995, -0.348754, 1.634777], [0.508194, -1.419099, 0.271408], [0.124119, -0.740262, -0.983434], [-1.325467, -0.547527, -1.035145], [0.762115, 0.582118, -0.956936], [0.361473, 1.233291, 0.236992], [-0.744376, 2.118899, 0.077283], [-0.035176, -2.380670, 0.257453], [1.595164, -1.735093, 0.393408], [0.403117, -1.187087, -2.063517], [-1.742039, -0.441272, -0.099007], [0.799844, 1.317364, -1.726075], [1.217744, 1.940213, 0.584812], [-1.327074, 1.742596, -0.604258]],
  "forces_ev_per_a": [[1.4263, 0.3573, 1.5228], [-1.4414, -1.9152, -0.8286], [0.5936, 0.8587, -0.1616], [1.3853, -1.6932, 0.1900], [-0.7999, 1.5836, -4.7968], [-0.1543, -0.3694, 1.0874], [0.6292, 0.6966, 0.0312], [0.8638, 3.1405, -0.0485], [0.2922, -0.5710, 0.0323], [-0.2813, 0.6855, 0.9222], [-1.2112, 1.0541, -0.3140], [-0.5574, 0.4002, 2.8407], [1.0905, -0.5296, -1.8242], [-0.4304, -2.1098, 0.9002], [-1.4967, -1.4982, 0.1531], [0.0917, -0.0900, 0.2938]]
}

***

(11)
{
  "formula": "C3H7NO4S",
  "method": "ωB97M-V/def2-TZVPD",
  "total_energy_ha": -872.40117,
  "e_above_lowest_kcal_mol": 14.3,
  "species": ["C", "C", "C", "H", "H", "H", "H", "H", "H", "H", "N", "O", "O", "O", "O", "S"],
  "positions_angstrom": [[0.106270, -0.256991, 0.974712], [-0.033285, 1.095841, 0.213692], [0.737273, -1.301302, 0.073084], [-1.812135, -0.108046, 1.800745], [-1.510355, -1.430772, 0.799924], [0.785192, -0.051801, 1.815734], [-0.533777, 1.853502, 0.809675], [0.941509, 1.512598, -0.067952], [-0.036670, -0.244453, -2.703362], [2.429119, -0.595608, 0.515830], [-1.119452, -0.784415, 1.494446], [0.310377, 0.425290, -2.164173], [-1.350003, 2.312400, -1.692811], [2.046711, -1.277590, -0.056963], [0.079964, -2.109678, -0.526576], [-1.040738, 0.961027, -1.286005]],
  "forces_ev_per_a": [[0.0007, 1.1621, 0.3392], [0.2412, -0.1393, -0.0207], [-0.9852, -0.4455, -0.2725], [0.3255, -0.0365, -0.2263], [-0.0342, 0.3470, 0.4684], [0.0824, -0.0641, -0.1221], [-0.1506, -0.0954, 0.3262], [-0.1749, -0.0947, -0.1680], [-0.5517, -1.7313, -1.5290], [0.0181, -0.1462, -0.1549], [-0.6054, -0.7573, -0.3363], [-0.3079, 1.8369, 1.7430], [-0.1446, 0.7382, -0.1286], [1.0795, 0.3196, 0.1755], [-0.0300, 0.0470, 0.0995], [1.2370, -0.9404, -0.1935]]
}

***

(12)
{
  "formula": "C3H7NO7Tl",
  "method": "ωB97M-V/def2-TZVPD",
  "total_charge": 1,
  "total_energy_ha": -871.73111,
  "e_above_lowest_kcal_mol": 30.3,
  "species": ["Tl", "N", "O", "O", "O", "O", "H", "C", "O", "C", "O", "O", "C", "H", "H", "H", "H", "H", "H"],
  "positions_angstrom": [[1.358373, 0.184350, -3.629946], [2.350545, -1.701226, -1.464178], [1.493277, -2.548055, -1.172467], [2.646442, -1.472097, -2.682544], [3.037217, -1.217991, -0.585459], [0.689975, -0.323133, -1.630985], [0.364171, 0.583632, -1.469283], [-0.747850, -0.215007, 3.214529], [-1.139572, 0.740383, 2.230674], [-1.091676, 0.370084, 0.978561], [-0.960416, -0.749508, 0.554616], [-1.191832, 1.531715, 0.314307], [-1.147430, 1.553201, -1.052030], [-1.468693, -1.031923, 3.180589], [-1.006539, 0.111000, 4.221947], [0.281490, -0.573389, 3.225920], [-1.838637, 0.834775, -1.492701], [-0.136962, 1.372015, -1.418402], [-1.491883, 2.551174, -1.323150]],
  "forces_ev_per_a": [[-0.2112, -0.2278, -0.5427], [1.1070, -2.6013, 1.0435], [0.6243, 1.0554, -0.7731], [0.6646, -0.3362, 0.6732], [-0.5146, 0.1470, -0.8084], [-0.2347, 0.1573, -0.6025], [0.9540, -2.3288, 0.6134], [-1.5226, -1.3944, 1.3208], [0.6603, 0.0319, 1.0670], [0.1605, 0.6328, 0.8133], [0.3160, 0.1747, -0.8969], [0.1503, -0.1574, 0.6930], [-1.6931, 0.6838, -0.8327], [0.4485, -0.5476, -0.6008], [0.3729, 1.1179, -0.2886], [-0.0650, 0.3324, -0.6721], [0.2122, -0.2324, -0.1425], [-1.7983, 3.5178, 0.1873], [0.3688, -0.0250, -0.2513]]
}

***

no.,Kohn-Sham gap (eV)
1,10.80
2,9.49
3,10.75
4,7.05
5,5.91
6,7.72
7,8.92
8,10.06
9,7.52
10,10.66
11,9.98
12,4.25